Density functional theory data (ωB97M-V/def2-TZVPD) for a molecular structure, C32H28ClCoN4O3S2.

The frontier orbital gap (alpha / beta) comes out at 0.2386 / 0.2379 Eh. The electronic energy is -117562.77054 eV. Its multiplicity is 2. The calculation puts the molar mass at 675.12 Da. For the relative energy (zero: lowest compared OMol25 entry of this formula, charge and spin), the calculation gives 16.9 kcal/mol. The highest occupied orbital energy (alpha / beta) comes out at -4.238 / -4.217 eV. Its charge is -1. The lowest unoccupied orbital energy (alpha / beta) is 2.2551 / 2.2548 eV.

Cartesian coordinates (Å):
Co  0.14945  0.20441  -0.57654
Cl  4.27628  5.28833  1.70872
C  2.90620  4.24515  1.37923
C  1.63827  4.80902  1.18824
C  0.55781  4.00762  0.93081
C  0.68108  2.59080  0.81679
O  -0.32830  1.85904  0.53413
C  1.98118  2.04282  1.05292
C  2.21372  0.62320  1.14392
N  1.36417  -0.32262  0.92941
C  1.70604  -1.65403  1.31343
C  2.84448  -1.98275  2.05368
C  3.15808  -3.29310  2.36782
C  2.33594  -4.31606  1.91482
C  1.17503  -4.02585  1.22254
C  0.37451  -5.08205  0.58609
C  -0.72313  -4.81923  -0.11574
C  -1.30299  -3.44447  -0.12826
N  -0.42553  -2.40991  0.45395
C  0.80152  -2.68224  0.99524
C  3.06967  2.88864  1.32152
H  1.52114  5.88412  1.24722
H  -0.42523  4.43385  0.77690
H  3.21709  0.36184  1.47453
H  3.50220  -1.20458  2.41241
H  4.04885  -3.51224  2.94176
H  2.60314  -5.35300  2.08834
H  0.75942  -6.09497  0.64683
H  -1.25275  -5.60767  -0.63938
H  -2.25668  -3.46805  0.41810
H  4.04921  2.45676  1.49268
O  0.76784  2.33416  -5.55655
C  1.98626  1.83649  -5.29165
C  2.97220  2.00984  -6.26630
C  4.24685  1.51533  -6.07292
C  4.57113  0.83540  -4.90267
C  3.60008  0.66778  -3.93288
C  2.30578  1.15707  -4.09834
C  1.33702  0.93415  -2.98044
O  1.73723  0.37010  -1.93167
N  0.09105  1.35733  -3.18623
N  -0.73028  1.06982  -2.10673
C  -1.84700  1.67779  -2.10070
S  -3.03397  1.44776  -0.83044
C  -4.40025  1.94458  -1.90912
C  -3.92653  3.16303  -2.67730
S  -2.32371  2.74810  -3.41837
H  0.19156  2.10013  -4.77450
H  2.70442  2.53968  -7.17160
H  4.99540  1.65868  -6.84365
H  5.56956  0.44676  -4.75023
H  3.81394  0.15013  -3.00675
H  -5.26017  2.16185  -1.27534
H  -4.64426  1.12626  -2.58862
H  -3.80232  4.01407  -2.00766
H  -4.60855  3.43291  -3.48433
C  -1.41803  -3.81443  -3.44331
C  -2.12745  -2.72147  -2.62672
C  -2.18169  -1.44950  -3.46293
C  -3.55810  -3.18341  -2.31877
C  -1.38348  -2.51614  -1.33960
C  -0.62002  -1.56815  -0.73010
H  -1.91637  -3.96304  -4.40668
H  -1.41822  -4.76794  -2.90953
H  -0.38042  -3.53123  -3.62631
H  -2.67442  -1.65004  -4.41935
H  -1.18075  -1.06614  -3.66486
H  -2.74033  -0.67650  -2.93793
H  -4.11178  -3.37090  -3.24413
H  -4.08934  -2.42023  -1.74456
H  -3.55634  -4.10816  -1.73465